{
  "formula": "C7H15N2O",
  "method": "wB97M-V/def2-TZVPD",
  "species": ["C", "C", "C", "O", "C", "N", "N", "C", "C", "C", "H", "H", "H", "H", "H", "H", "H", "H", "H", "H", "H", "H", "H", "H", "H"],
  "coordinates": [[-3.0316, 0.1411, -1.0365], [-2.3599, -0.1808, 0.0644], [-0.9828, -0.6760, -0.2268], [-0.6391, -1.8768, 0.3046], [0.0412, 0.4544, 0.2803], [-0.3399, 1.8692, 0.4170], [0.4533, -0.0496, 1.7153], [1.1770, 0.2614, -0.6562], [2.5548, 0.1594, -0.2558], [2.0340, -1.0082, -0.8863], [-4.0512, 0.4442, -0.9123], [-2.4747, 0.1971, -1.9757], [-2.8677, -0.2386, 1.0206], [-0.9464, -0.7352, -1.3323], [-1.1619, -2.6672, 0.1054], [-1.2667, 2.1645, 0.0612], [0.4030, 2.4488, -0.0078], [0.2022, -0.9937, 1.8556], [0.1769, 0.7218, 2.3453], [1.4935, -0.0362, 1.6570], [0.7249, 0.6287, -1.6720], [2.7687, 0.0223, 0.7699], [3.3196, 0.6773, -0.8038], [2.1806, -1.2216, -1.9483], [1.7764, -1.9282, -0.4595]],
  "lumo_ev": -2.8,
  "smiles": "C=C[C@H](O)[C@@](N)([NH3+])C1CC1",
  "total_charge": 1,
  "gap_ev": 10.72
}

{
  "formula": "C7H15N2O2",
  "method": "wB97M-V/def2-TZVPD",
  "species": ["C", "N", "C", "C", "C", "C", "N", "O", "C", "C", "O", "H", "H", "H", "H", "H", "H", "H", "H", "H", "H", "H", "H", "H", "H", "H"],
  "coordinates": [[0.4265, 1.4629, -2.4143], [-0.4036, 0.4319, -2.0188], [-0.5850, 0.1006, -0.7478], [0.2728, 0.8563, 0.2798], [1.6646, 0.2427, 0.3615], [-0.2775, 0.9910, 1.7142], [-1.6717, -0.7595, -0.4692], [-2.5254, -0.8728, -1.5834], [-0.6642, -1.9266, -0.2711], [-0.6790, -2.5676, 1.1295], [-0.2590, -2.4663, -1.2693], [1.2169, 1.6027, -1.6678], [1.0183, 1.3105, -3.3428], [-0.1007, 2.3619, -2.4022], [-0.9732, -0.0448, -2.7676], [0.3596, 1.9441, -0.0563], [1.8339, -0.4233, 1.2191], [2.4366, 1.0182, 0.3725], [1.8282, -0.4240, -0.5398], [-0.1594, -0.0214, 2.1397], [0.4270, 1.5210, 2.3385], [-1.2636, 1.3031, 1.8444], [-3.3444, -1.2171, -1.1838], [0.3739, -2.6702, 1.4973], [-1.2135, -1.9712, 1.8057], [-1.1283, -3.6362, 0.9374]],
  "lumo_ev": -4.7,
  "smiles": "C/[NH+]=C(\\C(C)C)N(O)C(C)=O",
  "total_charge": 1,
  "gap_ev": 9.70
}

{
  "formula": "C7H15N2O2S",
  "method": "wB97M-V/def2-TZVPD",
  "species": ["C", "C", "C", "C", "C", "C", "C", "N", "N", "O", "O", "S", "H", "H", "H", "H", "H", "H", "H", "H", "H", "H", "H", "H", "H", "H", "H"],
  "coordinates": [[2.4190, 0.3171, 0.9573], [-0.7727, -0.5163, 2.4826], [-1.9537, -1.5063, 2.5318], [-1.0315, -0.9157, 0.2562], [-0.6593, -0.8893, -1.1866], [-0.6160, 0.5539, -1.7145], [0.3984, 0.7362, -2.8318], [2.9752, -0.0725, 2.0663], [-0.2690, -0.4072, 1.1383], [2.6019, -0.3046, -0.1300], [1.7130, 0.8121, -2.2561], [-2.4779, -1.7318, 0.7976], [-1.0887, 0.4817, 2.8099], [0.0391, -0.8454, 3.1402], [-1.6561, -2.4828, 2.9144], [-2.7943, -1.1315, 3.1088], [0.3298, -1.3455, -1.2737], [-1.3652, -1.4889, -1.7611], [-1.6029, 0.8374, -2.0784], [-0.3512, 1.2307, -0.9000], [0.3492, -0.0955, -3.5416], [0.1992, 1.6710, -3.3657], [2.8331, 0.4274, 2.9319], [3.5613, -0.9004, 2.0791], [2.1480, 0.1014, -0.9759], [1.7936, 1.2098, 0.9951], [2.3609, 0.8222, -2.9691]],
  "lumo_ev": -2.8,
  "total_charge": 1,
  "gap_ev": 8.91
}

{
  "formula": "C7H15N2O3P",
  "method": "wB97M-V/def2-TZVPD",
  "species": ["C", "C", "N", "N", "C", "C", "C", "H", "H", "H", "H", "H", "H", "H", "H", "C", "O", "P", "O", "O", "C", "H", "H", "H", "H", "H", "H", "H"],
  "coordinates": [[-1.2508, 2.5666, 1.4260], [-1.5589, 1.2157, 0.8893], [-1.0581, 0.1272, 1.3630], [-1.5733, -0.9424, 0.6867], [-2.1685, -0.5384, -0.4151], [-2.7358, -1.5287, -1.2784], [-2.2365, 0.9100, -0.4387], [-2.1822, 3.1992, 1.7103], [-0.8364, 3.0546, 0.5528], [-0.4846, 2.5734, 2.3518], [-2.5709, -2.6218, -0.9794], [-2.4380, -1.6259, -2.3345], [-3.8150, -1.2916, -1.3139], [-3.1850, 1.3524, -0.4807], [-1.6082, 1.3279, -1.2567], [3.5493, 0.1072, -1.3504], [3.0710, 0.4281, -0.0030], [1.4648, 0.2094, 0.1128], [0.6965, 0.7816, -1.0238], [1.0847, -1.3688, 0.1985], [1.7344, -2.1315, 1.2235], [4.2720, 0.9190, -1.7345], [2.6915, -0.0146, -2.0228], [4.0809, -0.8407, -1.3170], [1.3274, 0.9323, 1.2951], [1.9828, -1.4376, 2.0244], [2.7541, -2.4285, 0.7171], [0.9926, -2.9340, 1.3975]],
  "lumo_ev": 0.9,
  "smiles": "CC1=NN=C(C)C1.CO[PH](=O)OC",
  "total_charge": 0,
  "gap_ev": 9.80
}

{
  "formula": "C7H15N2OS2",
  "method": "wB97M-V/def2-TZVPD",
  "species": ["C", "C", "C", "C", "C", "C", "C", "N", "N", "O", "S", "S", "H", "H", "H", "H", "H", "H", "H", "H", "H", "H", "H", "H", "H", "H", "H"],
  "coordinates": [[-0.9758, -1.7181, -0.2367], [-1.3049, -3.1546, 0.1589], [0.1913, -1.9380, 1.9999], [-1.4060, 0.9562, 1.0073], [0.1330, 2.0641, -1.2228], [1.6207, 0.2918, -1.2022], [-0.0607, 0.4180, 0.6470], [-0.1665, -1.1097, 0.6268], [0.3087, 0.6428, -0.8541], [-1.2740, -1.2232, -1.3444], [-0.4530, -3.6269, 1.6749], [1.8224, -1.6251, 2.4135], [-2.4766, -3.0912, 0.4567], [-1.2938, -3.8190, -0.7100], [-0.5705, -1.4948, 2.7204], [-2.2438, 0.6155, 0.3066], [-1.4634, 2.0888, 1.1681], [-1.8120, 0.6537, 2.0360], [-0.1127, 1.9733, -2.3131], [-0.7422, 2.5376, -0.8040], [1.1215, 2.5980, -1.1549], [1.6156, 0.0138, -2.3034], [2.3705, 1.0959, -1.0499], [1.9519, -0.6208, -0.6807], [0.7121, 0.7042, 1.3230], [-0.4123, -0.1355, -1.3154], [2.3600, -2.2546, 1.2782]],
  "lumo_ev": [-2.6, -6.4],
  "multiplicity": 3,
  "s_squared": 2.0046,
  "total_charge": 1,
  "gap_ev": [5.54, 7.00]
}

{
  "formula": "C7H15N2OsS",
  "method": "wB97M-V/def2-TZVPD",
  "species": ["C", "Os", "N", "N", "H", "H", "H", "H", "H", "H", "H", "H", "H", "H", "S", "C", "C", "C", "C", "C", "C", "H", "H", "H", "H", "H"],
  "coordinates": [[0.9065, 0.5360, -1.2662], [-0.3325, -1.0449, -1.2971], [-1.7808, -2.6006, -1.4679], [-0.3922, -0.8085, -3.3590], [-2.7163, -2.2534, -1.2159], [0.9202, -2.0645, -1.4581], [1.5093, 0.6418, -0.3501], [0.2400, 1.4177, -1.3371], [1.5678, 0.5373, -2.1534], [-1.3101, -0.5866, -3.7547], [-0.0541, -1.6443, -3.8397], [0.2228, -0.0585, -3.6905], [-1.8688, -3.0797, -2.3698], [-1.5485, -3.3177, -0.7697], [-0.5348, -1.2975, 0.8499], [0.0029, 0.1115, 1.7124], [1.2949, 0.1520, 2.2642], [1.7077, 1.3143, 2.9132], [0.8281, 2.3988, 3.0309], [-0.4748, 2.3248, 2.5211], [-0.9036, 1.1668, 1.8786], [1.9258, -0.7301, 2.1793], [2.7138, 1.3704, 3.3303], [1.1612, 3.3157, 3.5213], [-1.1698, 3.1576, 2.6288], [-1.9150, 1.0418, 1.4994]],
  "lumo_ev": [-3.5, -5.6],
  "multiplicity": 5,
  "s_squared": 6.0166,
  "total_charge": 1,
  "gap_ev": [6.22, 6.39]
}

{
  "formula": "C7H15N2PbS",
  "method": "wB97M-V/def2-TZVPD",
  "species": ["C", "Pb", "N", "N", "H", "H", "H", "H", "H", "H", "H", "H", "H", "H", "S", "C", "C", "C", "C", "C", "C", "H", "H", "H", "H", "H"],
  "coordinates": [[-0.9861, -0.1127, -2.2411], [1.2080, 2.2420, -0.3331], [2.9308, 2.7774, 1.3671], [2.5711, 1.9211, -2.7147], [3.4355, 1.9191, 1.6544], [-1.6431, 0.7779, -2.5007], [-1.4142, -0.6936, -1.4003], [0.0180, 0.1531, -1.9436], [-0.9801, -0.7650, -3.1692], [3.5186, 1.5479, -2.5626], [2.7010, 2.8204, -3.2028], [2.1477, 1.2951, -3.4228], [3.6392, 3.4244, 0.9993], [2.5692, 3.2095, 2.2284], [0.0870, 0.7459, 1.7555], [-0.9488, -0.5883, 1.7655], [-2.3379, -0.5024, 1.4993], [-3.0296, -1.6483, 1.1263], [-2.3998, -2.8990, 1.0907], [-1.0670, -2.9983, 1.5203], [-0.3546, -1.8708, 1.9039], [-2.7943, 0.4859, 1.4438], [-4.0774, -1.5545, 0.8284], [-2.9161, -3.7554, 0.6528], [-0.5865, -3.9809, 1.5279], [0.7094, -1.9504, 2.1271]],
  "lumo_ev": -4.7,
  "total_charge": 1,
  "gap_ev": 5.82
}

{
  "formula": "C7H15N2S",
  "method": "wB97M-V/def2-TZVPD",
  "species": ["C", "C", "C", "C", "C", "C", "C", "N", "N", "S", "H", "H", "H", "H", "H", "H", "H", "H", "H", "H", "H", "H", "H", "H", "H"],
  "coordinates": [[-1.1968, 0.9149, 0.0527], [-1.1266, 0.0060, 0.9813], [0.3468, -0.3652, -1.5759], [0.3022, -1.5272, 0.5045], [-1.6588, -0.1657, 2.3046], [2.2643, -0.3141, 0.0783], [0.2019, 2.1474, -1.4822], [1.0987, -0.9241, -0.4847], [-0.4993, 0.8881, -1.2779], [-0.6831, -3.0783, 0.0909], [-1.7957, 1.7690, 0.4092], [0.8721, -0.1443, -2.4742], [-0.3654, -1.1014, -1.9000], [0.8014, -1.5713, 1.4977], [-2.7176, 0.3561, 2.2991], [-0.9779, 0.3607, 3.1331], [-1.8999, -1.1706, 2.5534], [2.8931, -0.1062, -0.6867], [2.0137, 0.4552, 0.7930], [2.8123, -1.1236, 0.6030], [-0.5334, 2.9778, -1.4087], [0.9353, 2.3375, -0.7777], [0.7025, 2.1584, -2.5757], [-1.2699, 0.7979, -1.9868], [-0.5198, -3.5771, 1.3298]],
  "lumo_ev": -3.1,
  "total_charge": 1,
  "gap_ev": 8.70
}

{
  "formula": "C7H15N2S",
  "method": "wB97M-V/def2-TZVPD",
  "species": ["C", "C", "C", "C", "C", "C", "C", "N", "N", "S", "H", "H", "H", "H", "H", "H", "H", "H", "H", "H", "H", "H", "H", "H", "H"],
  "coordinates": [[3.3497, 0.4335, -0.0083], [1.3842, 1.1345, -1.3150], [0.0477, 1.0554, -0.6682], [-1.9734, -1.3110, -1.0973], [-1.5419, 0.1211, 2.0002], [-0.4863, -1.3282, -0.6174], [-0.1248, -0.1194, 1.5155], [2.4485, 1.3029, -0.3273], [0.0248, -0.1563, 0.0960], [4.5688, -0.5102, 0.0390], [1.4416, 0.1072, -1.7216], [1.4508, 1.9815, -1.9706], [-0.1881, 1.9990, -0.1401], [-0.6577, 0.8600, -1.5777], [-2.1806, -2.3087, -1.6219], [-2.6307, -1.2138, -0.2677], [-2.3016, -0.5612, -1.6933], [-1.5613, 0.3868, 3.1945], [-2.0495, 0.8930, 1.4318], [-1.9432, -0.8064, 1.8508], [0.1596, -1.4286, -1.4431], [-0.3409, -2.1729, 0.1000], [0.2538, -1.0389, 1.9565], [0.5436, 0.6474, 1.9312], [2.3069, 2.0332, 0.3541]],
  "lumo_ev": [-2.7, -7.3],
  "multiplicity": 3,
  "s_squared": 2.0092,
  "total_charge": 1,
  "gap_ev": [6.56, 5.28]
}